A cluster of 2 separate species, C5H5N2O2 in total in a non-equilibrium geometry. Source: the Open Molecules 2025 dataset; level of theory: wB97M-V/def2-TZVPD.

Output
- Net charge: -1
- Energy above the lowest of the compared OMol25 structures with the same formula, charge and spin: 197.3 kJ/mol
- Highest occupied orbital energy (alpha / beta): -4.82 / -4.82 eV
- Orbital gap (alpha / beta): 8.2 / 8.2 eV
- Lowest unoccupied orbital energy (alpha / beta): 0.1256 / 0.1256 Eh

```
14
C5H5N2O2, DFT wB97M-V/def2-TZVPD
C -0.83 -1.57 -0.01
C 3.01 0.46 -0.01
C 0.08 0.67 0.06
C -1.03 -0.19 0.05
C -2.48 0.26 -0.03
N -0.72 -2.70 -0.08
N 2.10 1.38 -0.02
O 2.63 -0.90 -0.14
O 4.22 0.71 0.03
H -0.28 1.64 -0.03
H 1.88 -0.93 0.40
H -2.91 -0.32 -0.77
H -2.62 1.29 -0.30
H -3.06 0.22 0.85
```

Löwdin population analysis, charges in e, atoms 1 to 6: C -0.29; C -0.82; C 0.11; C -0.36; C -0.08; N 0.13

=====

A structure of composition C10H30BaNO8 in a non-equilibrium geometry. Source: the Open Molecules 2025 dataset; level of theory: wB97M-V/def2-TZVPD.

Output
- Net charge: +1
- Energy above the lowest of the compared OMol25 structures with the same formula, charge and spin: 282.4 kJ/mol
- Highest occupied orbital energy: -9.96 eV
- Orbital gap: 6.5 eV
- Lowest unoccupied orbital energy: -0.1271 Eh

```
50
C10H30BaNO8, DFT wB97M-V/def2-TZVPD
Ba 8.05 18.63 -20.18
N 6.43 14.90 -21.11
O 5.29 15.10 -21.30
O 6.86 13.84 -21.32
O 7.17 15.84 -20.73
C 7.15 16.82 -16.17
C 8.26 16.36 -17.18
O 8.81 17.52 -17.77
H 6.83 15.99 -15.54
H 6.43 17.35 -16.79
H 7.57 17.48 -15.42
H 7.70 15.85 -17.96
H 9.03 15.80 -16.66
H 9.22 17.92 -17.00
C 9.23 21.68 -17.26
C 7.87 21.03 -16.93
O 7.29 20.49 -18.16
H 9.87 20.90 -17.67
H 9.68 22.21 -16.43
H 9.03 22.37 -18.08
H 7.26 21.89 -16.63
H 7.95 20.11 -16.35
H 6.35 20.71 -18.14
C 7.40 23.53 -20.87
C 7.26 22.36 -21.88
O 8.15 21.26 -21.58
H 6.88 23.40 -19.92
H 7.22 24.52 -21.28
H 8.45 23.51 -20.57
H 7.66 22.58 -22.87
H 6.20 22.20 -22.04
H 9.05 21.58 -21.66
C 11.68 15.43 -19.96
C 10.65 15.64 -21.01
O 10.14 16.95 -21.08
H 12.16 14.49 -20.20
H 11.19 15.34 -18.99
H 12.41 16.24 -19.91
H 9.90 14.85 -21.04
H 11.14 15.53 -21.98
H 10.80 17.54 -21.45
C 9.72 19.70 -24.26
C 9.02 18.32 -23.94
O 7.98 18.57 -23.02
H 10.37 20.07 -23.47
H 9.05 20.55 -24.41
H 10.34 19.67 -25.16
H 9.76 17.60 -23.60
H 8.61 17.90 -24.86
H 7.37 19.10 -23.54
```

Löwdin population analysis, charges in e, atoms 1 to 6: Ba 2.00; N -0.73; O 0.02; O 0.04; O -0.22; C -0.05

=====

The molecule C4H6N2O2 in a non-equilibrium geometry. Source: the Open Molecules 2025 dataset; level of theory: wB97M-V/def2-TZVPD.

Output
- Energy above the lowest of the compared OMol25 structures with the same formula, charge and spin: 446.7 kJ/mol
- Highest occupied orbital energy: -7.77 eV
- Orbital gap: 8.4 eV
- SMILES string: NC1=C(O)OC=NC1
- Lowest unoccupied orbital energy: 0.0243 Eh

```
14
C4H6N2O2, DFT wB97M-V/def2-TZVPD
C -0.23 0.74 1.70
C -0.69 0.72 -0.55
C 1.65 -0.08 0.28
C 0.30 -0.15 -0.46
N 0.83 0.16 1.55
N 0.14 -1.46 -1.16
O -1.81 0.70 -1.42
O -0.76 1.41 0.66
H -0.69 0.99 2.63
H 2.12 -1.12 0.34
H 2.28 0.73 0.03
H 0.06 -2.20 -0.49
H -0.63 -1.65 -1.92
H -2.60 1.22 -1.20
```

Löwdin population analysis, charges in e, atoms 1 to 6: C -0.25; C -0.28; C -0.04; C -0.26; N 0.07; N 0.03

=====

A cluster of 7 separate species, C33H40ClF6N2O21PSSi in total in a non-equilibrium geometry. Source: the Open Molecules 2025 dataset; level of theory: wB97M-V/def2-TZVPD.

Output
- Highest occupied orbital energy: -8.52 eV
- Orbital gap: 7.0 eV
- SMILES string: C[Si](C)(C)OCCc1nc2ccc(CCO)c(P(O)Cl)c2nc1S.O=C1OC[C@@H](F)O1.O=C1OC[C@@H](F)O1.O=C1OC[C@@H](F)O1.O=C1OC[C@@H](F)O1.O=C1OC[C@@H](F)O1.O=C1OC[C@@H](F)O1
- Lowest unoccupied orbital energy: -0.0558 Eh

```
106
C33H40ClF6N2O21PSSi, DFT wB97M-V/def2-TZVPD
C 2.41 -4.08 -0.93
Si 0.76 -4.28 -1.97
C 0.44 -6.17 -2.18
C -0.64 -3.52 -0.82
O 1.00 -3.40 -3.47
C 0.26 -4.04 -4.60
C -0.28 -2.81 -5.55
C -0.33 -1.47 -4.55
N 0.85 -0.54 -4.64
C 0.63 0.56 -3.64
C 1.86 1.70 -3.52
C 1.84 2.96 -2.46
C 0.54 3.10 -1.47
C 0.55 4.36 -0.38
C 1.16 3.70 1.03
O 1.77 2.35 0.74
C -0.71 2.04 -1.56
P -2.19 2.35 -0.39
O -3.39 3.15 -1.43
Cl -3.05 0.55 0.33
C -0.64 0.77 -2.64
N -1.80 -0.18 -2.64
C -1.64 -1.32 -3.60
S -3.05 -2.60 -3.63
H 2.79 -5.11 -0.53
H 2.20 -3.38 0.00
H 3.17 -3.51 -1.63
H 0.97 -6.73 -1.27
H 0.76 -6.62 -3.22
H -0.72 -6.39 -2.03
H -0.93 -2.43 -1.14
H -0.21 -3.43 0.29
H -1.59 -4.22 -0.74
H -0.68 -4.66 -4.25
H 1.03 -4.68 -5.24
H -1.29 -3.01 -6.10
H 0.53 -2.59 -6.37
H 2.80 1.60 -4.23
H 2.76 3.69 -2.47
H -0.52 4.81 -0.21
H 1.36 5.12 -0.74
H 2.06 4.34 1.47
H 0.35 3.52 1.85
H 2.79 2.45 0.75
H -4.18 2.52 -1.57
H -3.00 -3.38 -4.80
C -3.94 5.67 1.24
C -2.74 5.23 2.00
O -1.85 6.31 1.87
C -2.64 7.41 1.73
O -2.25 8.56 1.86
O -3.93 7.07 1.43
F -2.18 4.14 1.43
H -3.86 5.45 0.17
H -4.86 5.23 1.62
H -2.93 5.04 3.06
C 1.81 0.34 3.32
C 1.08 0.31 4.62
O 1.62 -0.82 5.27
C 2.89 -0.93 4.79
O 3.76 -1.61 5.31
O 3.08 -0.18 3.66
F -0.24 0.10 4.43
H 1.35 -0.30 2.56
H 1.90 1.35 2.91
H 1.23 1.20 5.24
C -0.39 -9.93 1.38
C 0.86 -9.12 1.22
O 0.42 -7.97 0.54
C -0.88 -7.80 0.92
O -1.51 -6.77 0.76
O -1.38 -8.93 1.51
F 1.75 -9.77 0.44
H -0.61 -10.55 0.51
H -0.36 -10.57 2.27
H 1.33 -8.83 2.17
C 5.38 -2.92 2.87
C 6.71 -3.56 2.65
O 6.50 -4.37 1.52
C 5.53 -3.74 0.81
O 5.27 -3.98 -0.36
O 4.88 -2.80 1.56
F 7.04 -4.36 3.69
H 4.70 -3.55 3.46
H 5.46 -1.94 3.35
H 7.52 -2.85 2.45
C -1.46 8.84 5.02
C -2.19 8.81 6.32
O -1.65 7.68 6.97
C -0.38 7.57 6.49
O 0.49 6.89 7.01
O -0.20 8.32 5.36
F -3.51 8.60 6.13
H -1.93 8.20 4.26
H -1.37 9.85 4.62
H -2.04 9.70 6.94
C -3.47 1.01 -5.39
C -3.26 2.42 -4.94
O -3.94 3.18 -5.92
C -4.95 2.37 -6.36
O -5.91 2.76 -7.00
O -4.75 1.07 -5.98
F -1.95 2.75 -4.99
H -2.74 0.69 -6.13
H -3.46 0.31 -4.55
H -3.67 2.65 -3.95
```

Löwdin population analysis, charges in e, atoms 1 to 6: C -0.20; Si 0.50; C -0.20; C -0.20; O -0.30; C -0.24

=====

A cluster of 16 separate species, ClH30O19 in total in a non-equilibrium geometry. Source: the Open Molecules 2025 dataset; level of theory: wB97M-V/def2-TZVPD.

Output
- Net charge: -1
- Energy above the lowest of the compared OMol25 structures with the same formula, charge and spin: 36.0 kJ/mol
- Highest occupied orbital energy: -8.02 eV
- Orbital gap: 10.4 eV
- Lowest unoccupied orbital energy: 0.0876 Eh

```
50
ClH30O19, DFT wB97M-V/def2-TZVPD
Cl 0.13 0.40 -0.21
O 0.42 1.78 -0.77
O 1.37 -0.12 0.48
O -1.03 0.54 0.76
O -0.26 -0.51 -1.33
O 1.86 -2.85 1.04
H 2.05 -2.89 0.11
H 1.56 -1.95 1.19
O -2.87 -0.24 2.83
H -2.37 0.10 2.10
H -2.83 -1.21 2.68
O -1.50 -3.41 -2.48
H -0.95 -2.97 -3.12
H -1.18 -3.13 -1.64
O -0.92 -2.80 0.40
H -0.37 -3.61 0.30
H -0.47 -2.39 1.12
O -1.31 0.67 -3.44
H -0.61 0.27 -2.85
H -1.28 1.64 -3.22
O 1.65 -2.32 -1.63
H 0.91 -1.71 -1.65
H 1.87 -2.40 -2.53
O -0.17 -1.74 2.92
H -0.49 -2.04 3.80
H -0.14 -0.79 2.85
O -3.31 1.71 -1.55
H -2.97 0.86 -1.44
H -3.45 1.96 -0.66
O 3.74 -1.09 -0.34
H 3.54 -1.47 0.58
H 2.96 -1.38 -0.83
O 0.38 1.08 3.41
H 0.24 1.82 4.02
H 0.29 1.67 2.61
O 1.86 2.59 -3.02
H 1.37 2.63 -2.21
H 2.61 2.10 -2.76
O 3.39 1.47 0.87
H 3.09 0.61 0.60
H 2.94 2.17 0.52
O -3.26 -0.93 -0.29
H -2.44 -0.80 0.14
H -3.22 -1.37 -1.14
O -1.43 3.44 -0.12
H -0.82 2.70 -0.23
H -1.70 3.42 -1.04
O 0.71 3.40 1.93
H 0.77 3.57 1.01
H 1.60 3.50 2.26
```

Löwdin population analysis, charges in e, atoms 1 to 6: Cl 0.95; O -0.36; O -0.33; O -0.32; O -0.36; O -0.05

=====

A cluster of 12 separate species, C44H55N11O4S in total in a non-equilibrium geometry. Source: the Open Molecules 2025 dataset; level of theory: wB97M-V/def2-TZVPD.

Output
- Net charge: -2
- Energy above the lowest of the compared OMol25 structures with the same formula, charge and spin: 0.0 kJ/mol
- Highest occupied orbital energy: -3.26 eV
- Orbital gap: 7.6 eV
- Lowest unoccupied orbital energy: 0.1608 Eh

```
115
C44H55N11O4S, DFT wB97M-V/def2-TZVPD
S 0.17 0.21 0.08
O 0.93 1.27 -0.46
O 1.09 -0.71 0.78
O -0.76 0.67 1.08
O -0.53 -0.47 -0.96
N -0.96 -2.54 -3.30
C 0.07 -2.40 -4.19
C -0.25 -3.23 -5.51
C -1.62 -4.00 -5.11
C -1.90 -3.51 -3.69
H -1.18 -2.07 -2.35
H 1.10 -1.95 -4.12
H 0.29 -3.36 -6.26
H -2.07 -4.90 -5.51
H -2.77 -3.75 -3.18
N -0.34 2.47 -2.64
C -0.83 1.63 -3.63
C -1.20 2.47 -4.78
C -0.70 3.89 -4.56
C -0.25 3.90 -3.13
H 0.13 2.06 -1.79
H -0.97 0.65 -3.37
H -1.51 1.93 -5.69
H -0.83 4.70 -5.37
H 0.01 4.56 -2.39
N 2.61 1.02 -2.41
C 3.55 -0.01 -2.18
C 4.49 -0.01 -3.33
C 4.15 1.04 -4.24
C 2.94 1.71 -3.57
H 1.90 1.15 -1.88
H 3.24 -0.59 -1.29
H 5.34 -0.80 -3.39
H 4.54 1.34 -5.09
H 2.37 2.64 -3.82
N 3.44 -0.22 1.73
C 3.84 -0.80 2.95
C 5.18 -0.13 3.29
C 5.41 0.87 2.16
C 4.24 0.81 1.22
H 2.49 -0.43 1.31
H 3.19 -1.54 3.38
H 5.66 -0.42 4.17
H 6.36 1.35 2.04
H 4.01 1.27 0.32
N 0.34 -3.35 2.28
C 0.23 -4.69 2.12
C 0.02 -5.29 3.41
C -0.18 -4.23 4.44
C 0.08 -2.91 3.58
H 0.62 -2.71 1.52
H 0.40 -5.13 1.14
H -0.30 -6.29 3.74
H -0.41 -4.20 5.43
H 0.28 -2.03 4.01
N -2.96 -1.22 2.25
C -3.06 -1.72 3.58
C -4.40 -2.25 3.93
C -5.27 -1.88 2.74
C -4.31 -1.16 1.75
H -2.18 -0.79 1.60
H -2.10 -1.69 4.22
H -4.68 -2.65 4.88
H -6.36 -1.92 2.70
H -4.55 -0.84 0.76
N -2.23 3.13 0.80
C -1.55 4.31 0.97
C -2.47 5.42 0.73
C -3.81 4.84 0.30
C -3.57 3.29 0.51
H -1.92 2.16 0.94
H -0.46 4.41 1.20
H -2.04 6.45 0.97
H -4.59 5.47 0.11
H -4.09 2.28 0.30
N -0.28 1.59 3.56
C 0.97 1.62 4.19
C 0.70 2.23 5.56
C -0.76 2.37 5.64
C -1.31 1.92 4.29
H -0.29 1.39 2.48
H 1.84 1.28 3.82
H 1.51 2.43 6.31
H -1.55 2.68 6.42
H -2.19 1.94 3.87
N 2.12 3.47 0.20
C 2.34 3.94 1.39
C 3.20 5.10 1.28
C 3.21 5.44 -0.18
C 2.48 4.25 -0.76
H 1.61 2.52 0.09
H 1.89 3.42 2.40
H 3.60 5.80 2.17
H 3.28 6.31 -0.58
H 2.26 4.25 -1.82
N 1.77 -3.50 -0.58
C 1.06 -4.31 -1.36
C 2.01 -5.54 -1.81
C 3.31 -5.23 -1.14
C 3.20 -3.95 -0.42
H 1.40 -2.48 -0.04
H 0.12 -4.12 -1.42
H 1.68 -6.46 -2.50
H 4.32 -5.82 -1.26
H 4.04 -3.35 -0.08
N -3.45 -1.22 -1.60
C -3.89 0.05 -2.00
C -5.37 0.06 -1.97
C -5.75 -1.42 -1.89
C -4.55 -2.17 -1.49
H -2.54 -1.48 -1.29
H -3.31 0.90 -1.87
H -6.08 0.73 -2.33
H -6.72 -1.96 -1.94
H -4.43 -3.25 -1.60
```

Löwdin population analysis, charges in e, atoms 1 to 6: S 0.22; O -0.36; O -0.37; O -0.36; O -0.31; N -0.04

=====

The ion C5H12N4 with charge +2 in a non-equilibrium geometry. Source: the Open Molecules 2025 dataset; level of theory: wB97M-V/def2-TZVPD.

Output
- Net charge: +2
- Energy above the lowest of the compared OMol25 structures with the same formula, charge and spin: 246.3 kJ/mol
- Highest occupied orbital energy: -17.94 eV
- Orbital gap: 8.8 eV
- SMILES string: CNC1=[N+](C)N=C[C@@H]1[NH3+]
- Lowest unoccupied orbital energy: -0.3342 Eh

```
21
C5H12N4, DFT wB97M-V/def2-TZVPD
C -0.32 1.32 0.42
C -1.87 1.43 0.33
C -0.29 -0.21 0.17
C 2.09 -0.87 0.34
C -2.24 -1.94 -0.27
N -2.43 0.33 0.08
N 0.72 -1.07 0.19
N -1.54 -0.67 0.02
N 0.33 2.24 -0.57
H -0.03 1.45 1.39
H -2.32 2.42 0.43
H 2.20 -0.12 1.14
H 2.73 -1.66 0.38
H 2.61 -0.44 -0.51
H -1.51 -2.66 0.09
H -3.17 -1.70 0.40
H -2.51 -2.11 -1.28
H 0.65 -2.02 -0.17
H 1.34 2.35 -0.26
H -0.08 3.14 -0.39
H 0.08 1.82 -1.44
```

Löwdin population analysis, charges in e, atoms 1 to 6: C -0.10; C -0.01; C -0.11; C -0.04; C 0.08; N 0.14

=====

A structure of composition C4H8O2 in a non-equilibrium geometry. Source: the Open Molecules 2025 dataset; level of theory: wB97M-V/def2-TZVPD.

Output
- Energy above the lowest of the compared OMol25 structures with the same formula, charge and spin: 316.4 kJ/mol
- Highest occupied orbital energy: -9.71 eV
- Orbital gap: 10.7 eV
- Lowest unoccupied orbital energy: 0.0366 Eh

```
14
C4H8O2, DFT wB97M-V/def2-TZVPD
C -1.45 -0.85 0.93
O -0.71 -0.99 -0.27
C 0.09 0.03 -0.92
C 0.43 1.37 -0.22
O 1.71 0.90 0.19
C 1.51 -0.34 -0.51
H -1.01 -0.15 1.65
H -2.47 -0.54 0.69
H -1.51 -1.82 1.44
H -0.24 0.07 -1.97
H -0.24 1.64 0.60
H 0.55 2.25 -0.88
H 1.19 -1.16 0.14
H 2.34 -0.60 -1.18
```

Löwdin population analysis, charges in e, atoms 1 to 6: C -0.10; O -0.19; C -0.23; C -0.13; O -0.10; C -0.12

=====

Number 1: energy -453.41673 Ha. Number 2: energy -1080.82619 Ha. Number 3: energy -415.87048 Ha. Number 4: energy -5059.07483 Ha. Number 5: energy -1907.56316 Ha. Number 6: energy -3010.47401 Ha. Number 7: energy -415.98974 Ha. Number 8: energy -307.59192 Ha.